(a)
A molecular structure, C21H18F6N5O3PTi. Source: OMol25; level of theory: ωB97M-V/def2-TZVPD.

The geometry in ORCA input format:
```
! wB97M-V def2-TZVPD RIJCOSX def2/J DEFGRID3
* xyz 0 1
Ti -0.09444 0.15685 -0.12716
O -3.24161 -2.54288 0.02138
C -2.28709 -1.84638 -0.27521
N -1.29862 -1.38057 0.52309
C -1.03303 -1.95359 1.77429
C -1.64245 -3.07410 2.33015
C -1.19339 -3.54454 3.55621
C -0.15667 -2.90973 4.22408
C 0.45385 -1.79036 3.67593
C 0.01163 -1.31583 2.44745
N 0.42847 -0.13183 1.80548
C 1.57934 0.49973 2.18910
O 2.52559 0.03064 2.79651
C 1.53900 1.94371 1.78910
C 2.37311 2.88732 2.35005
C 2.14492 4.22132 2.03924
C 1.10030 4.53587 1.18917
C 0.34055 3.51213 0.63725
N 0.56468 2.23485 0.92681
C -2.00277 -1.54092 -1.71874
C -2.83428 -2.03094 -2.70816
C -2.43826 -1.90286 -4.02569
C -1.21260 -1.31694 -4.29487
C -0.46131 -0.82433 -3.24745
N -0.84856 -0.91029 -1.97195
H -2.46132 -3.55113 1.81723
H -1.66646 -4.41379 3.99461
H 0.18169 -3.28321 5.18187
H 1.26519 -1.30084 4.19091
H 3.15088 2.56140 3.02587
H 2.76299 5.00020 2.46581
H 0.86510 5.56034 0.93791
H -0.46011 3.72420 -0.05458
H -3.75103 -2.51447 -2.40427
H -3.06141 -2.26984 -4.83047
H -0.84050 -1.22168 -5.30487
H 0.48403 -0.34559 -3.44481
N 3.44617 -2.13936 -0.41669
C 2.50122 -1.20453 -0.52525
O 1.31494 -1.47589 -0.28627
C 2.85135 0.19566 -0.93379
C 1.55604 0.90403 -1.32500
H 3.20165 -3.02977 -0.01417
H 4.41580 -1.90075 -0.52109
H 3.61043 0.17390 -1.72198
H 3.32392 0.66753 -0.06497
H 1.35941 0.75343 -2.38417
H 1.65864 1.98073 -1.20063
F -1.55993 1.37874 -0.59121
P -2.65638 2.36952 -1.80600
F -1.32539 3.18917 -2.14581
F -3.80023 1.38760 -1.31918
F -2.22137 1.30185 -2.90429
F -2.89098 3.29940 -0.54482
F -3.57067 3.19681 -2.77596
*
```

LUMO energy: -0.6 eV
HOMO: -7.59 eV
Frontier orbital gap: 6.9977 eV


(b)
A molecular structure, C21H18F6N5O3PTi. Source: OMol25; level of theory: ωB97M-V/def2-TZVPD.

The geometry in ORCA input format:
```
! wB97M-V def2-TZVPD RIJCOSX def2/J DEFGRID3
* xyz 0 1
Ti 0.13891 0.13724 -0.17886
O 2.10300 -2.93612 -2.11920
C 1.79473 -1.97168 -1.44515
N 0.69960 -1.77245 -0.67377
C -0.10111 -2.82612 -0.21057
C 0.16588 -4.18753 -0.31594
C -0.69339 -5.09452 0.28490
C -1.80665 -4.65201 0.98765
C -2.07146 -3.29594 1.10228
C -1.21536 -2.38067 0.50155
N -1.39055 -0.98382 0.43463
C -2.25500 -0.37736 1.31780
O -2.60076 -0.78524 2.40994
C -2.82132 0.87888 0.73873
C -3.99141 1.42669 1.22614
C -4.54979 2.48904 0.53406
C -3.90924 2.93944 -0.60726
C -2.71293 2.34931 -0.99408
N -2.16356 1.33952 -0.32174
C 2.73248 -0.79796 -1.33006
C 3.91851 -0.79002 -2.04158
C 4.82574 0.21776 -1.78269
C 4.50800 1.15998 -0.81057
C 3.27682 1.10448 -0.19611
N 2.37684 0.14981 -0.46233
H 1.02402 -4.52032 -0.87832
H -0.49215 -6.15437 0.19841
H -2.47574 -5.36347 1.45384
H -2.93038 -2.95783 1.66099
H -4.44348 0.99558 2.10828
H -5.47476 2.94138 0.86657
H -4.31920 3.74172 -1.20443
H -2.18987 2.69487 -1.86826
H 4.08715 -1.58681 -2.75127
H 5.76657 0.26707 -2.31434
H 5.19252 1.95357 -0.54700
H 2.99963 1.85744 0.52465
N 0.84553 -0.23375 4.00375
C 0.63947 0.19947 2.75739
O 0.85255 -0.53983 1.78624
C 0.15142 1.59748 2.52328
C 0.31121 1.91114 1.04068
H 1.03439 -1.21311 4.14465
H 0.57438 0.32490 4.79248
H 0.67692 2.28796 3.18946
H -0.90227 1.61620 2.82178
H 1.27978 2.36442 0.83878
H -0.43004 2.63194 0.70234
F -0.07865 0.73822 -2.08681
P 0.59980 2.04602 -3.20413
F -0.30941 3.08266 -2.39583
F 1.45995 0.86508 -3.82406
F 1.72856 2.26870 -2.08379
F -0.62702 1.69579 -4.14200
F 1.19114 3.14715 -4.16111
*
```

LUMO energy: -0.7 eV
HOMO: -7.67 eV
Frontier orbital gap: 6.9508 eV


The relative energies come out as (a) 0.000; (b) 0.320, with values in eV.


(a)
A single C3H5NO molecule. Source: OMol25; level of theory: ωB97M-V/def2-TZVPD.

The geometry in ORCA input format:
```
! wB97M-V def2-TZVPD RIJCOSX def2/J DEFGRID3
* xyz 0 1
C -0.71434 0.79287 -0.03775
O -0.89204 0.03251 -1.24242
C 0.31631 -0.72427 -1.02617
C 0.40784 -0.13992 0.36446
N 1.05399 -0.41480 1.40751
H -1.60418 0.81406 0.60378
H -0.38216 1.82145 -0.24065
H 0.72271 0.21654 2.14055
H 1.11780 -0.40147 -1.70350
H 0.16987 -1.80607 -1.11148
*
```

LUMO energy: 1.0 eV
HOMO: -10.17 eV
Frontier orbital gap: 11.1476 eV


(b)
A single C3H5NO molecule. Source: OMol25; level of theory: ωB97M-V/def2-TZVPD.

The geometry in ORCA input format:
```
! wB97M-V def2-TZVPD RIJCOSX def2/J DEFGRID3
* xyz 0 1
C 0.88131 0.72638 0.67060
C -1.00497 -0.89701 -1.11288
C -0.51960 0.32365 0.90025
N -1.36106 -0.36637 -0.05148
O -2.55636 -0.20482 0.34897
H 1.40814 1.06043 1.59064
H 1.40174 0.36925 -0.21897
H -1.78399 -1.11121 -1.66126
H 0.06644 -1.01556 -1.35783
H -1.06010 0.43556 1.81023
*
```

LUMO energy: -0.1 eV
HOMO: -9.11 eV
Frontier orbital gap: 9.0020 eV


The relative energies come out as (a) 0.000; (b) 2.689, with values in eV.


(a)
2 unconnected molecules or ions with the total composition C3H5NO. Source: OMol25; level of theory: ωB97M-V/def2-TZVPD.

The geometry in ORCA input format:
```
! wB97M-V def2-TZVPD RIJCOSX def2/J DEFGRID3
* xyz 0 1
C -0.22716 1.11988 0.87612
C 0.55683 -0.81763 -1.29450
C -0.50570 -0.69075 -0.35316
N -0.38420 0.79412 2.04472
O -0.73798 -0.42674 -1.70342
H 0.29094 1.86516 0.33972
H 1.39457 -0.17169 -1.33754
H 0.84080 -1.75136 -1.54801
H -0.86850 -1.52346 0.25722
H -0.35960 1.60248 2.71885
*
```

LUMO energy: 1.1 eV
HOMO: -8.33 eV
Frontier orbital gap: 9.4624 eV


(b)
A single C3H5NO molecule. Source: OMol25; level of theory: ωB97M-V/def2-TZVPD.

The geometry in ORCA input format:
```
! wB97M-V def2-TZVPD RIJCOSX def2/J DEFGRID3
* xyz 0 1
C -0.15922 1.50580 -1.09020
C 0.31779 0.55589 -0.23220
C 0.20108 -1.50982 0.93381
H 0.49121 2.27420 -1.44391
H -1.23744 1.58506 -1.40857
H 1.34245 0.55452 0.18356
H -1.41845 -0.59321 0.18759
H -0.49401 -2.24650 1.34682
N -0.45064 -0.46803 0.38011
O 1.40723 -1.65792 1.14298
*
```

LUMO energy: 0.9 eV
HOMO: -9.23 eV
Frontier orbital gap: 10.0974 eV


The relative energies come out as (a) 4.431; (b) 0.000, with values in eV.


(a)
A single C3H5NO molecule. Source: OMol25; level of theory: ωB97M-V/def2-TZVPD.

The geometry in ORCA input format:
```
! wB97M-V def2-TZVPD RIJCOSX def2/J DEFGRID3
* xyz 0 1
C -0.90399 -0.57813 -0.04105
C -0.59154 0.81733 0.25295
N 0.71590 0.85495 -0.45345
C 1.41738 -0.20548 -0.24174
O 0.94722 -1.33410 0.16448
H -1.10914 -1.32332 0.69466
H -1.23553 -0.74718 -1.07109
H -1.23351 1.58880 -0.20136
H -0.49682 1.02159 1.33124
H 2.49002 -0.09445 -0.43465
*
```

LUMO energy: 0.0 eV
HOMO: -9.19 eV
Frontier orbital gap: 9.1683 eV


(b)
A single C3H5NO molecule. Source: OMol25; level of theory: ωB97M-V/def2-TZVPD.

The geometry in ORCA input format:
```
! wB97M-V def2-TZVPD RIJCOSX def2/J DEFGRID3
* xyz 0 1
C 0.83984 0.45865 -1.15231
C -1.07756 -0.22073 0.25877
C 0.15780 -0.42005 0.97480
H 1.42964 1.33365 -0.54730
H -1.74760 0.63210 0.08833
H -1.94441 -0.77745 0.27584
H 0.64258 0.67184 1.18653
H 0.22663 -1.20473 1.60398
N 0.02884 -0.49540 -0.55076
O 1.44423 0.02211 -2.13786
*
```

LUMO energy: 0.6 eV
HOMO: -9.96 eV
Frontier orbital gap: 10.6028 eV


(c)
A single C3H5NO molecule. Source: OMol25; level of theory: ωB97M-V/def2-TZVPD.

The geometry in ORCA input format:
```
! wB97M-V def2-TZVPD RIJCOSX def2/J DEFGRID3
* xyz 0 1
C -0.92856 -0.62962 0.06907
C -0.44832 0.70747 0.33652
N 0.86052 1.02172 -0.13957
C 1.53469 -0.07996 -0.30726
O 1.07257 -1.27948 -0.23426
H -1.75255 -0.99107 0.71572
H -0.96862 -0.96456 -0.95526
H -1.30800 1.03609 -0.31608
H -0.67606 1.12106 1.32934
H 2.61433 0.05837 -0.49823
*
```

LUMO energy (spin up / spin down): -0.6 / -0.6 eV
HOMO (spin up / spin down): -9.13 / -9.13 eV
Frontier orbital gap (spin up / spin down): 8.5800 / 8.5791 eV


(d)
A single C3H5NO molecule. Source: OMol25; level of theory: ωB97M-V/def2-TZVPD.

The geometry in ORCA input format:
```
! wB97M-V def2-TZVPD RIJCOSX def2/J DEFGRID3
* xyz 0 1
O -2.14356 0.90637 -0.36752
C -1.08515 0.35237 -0.14457
C -0.64526 -0.93318 0.20441
N 0.85877 -0.45402 0.25628
C 0.37823 0.90615 -0.15368
H 0.56651 -0.73719 1.21096
H -0.88122 -1.96288 -0.01887
H 1.55791 -0.91860 -0.33694
H 0.66619 1.71600 0.51987
H 0.72759 1.12498 -1.16994
*
```

LUMO energy: 0.5 eV
HOMO: -7.90 eV
Frontier orbital gap: 8.3651 eV


The relative energies come out as (a) 0.000; (b) 1.132; (c) 0.559; (d) 0.922, with values in eV.


(a)
A single C3H5NO molecule. Source: OMol25; level of theory: ωB97M-V/def2-TZVPD.

The geometry in ORCA input format:
```
! wB97M-V def2-TZVPD RIJCOSX def2/J DEFGRID3
* xyz 0 1
C 1.37037 -0.39044 -0.29024
C -0.80086 0.86553 -0.15966
C -0.84620 -0.51446 0.42675
H 1.83872 -1.21777 -0.77717
H -0.20058 1.55568 0.36141
H -1.42667 1.41392 -0.80732
H -0.35056 -0.68778 1.38989
H -1.63139 -1.22512 0.24531
N 0.02261 -0.27071 -0.65980
O 2.02457 0.47115 0.27083
*
```

LUMO energy: 1.0 eV
HOMO: -10.03 eV
Frontier orbital gap: 11.0533 eV


(b)
2 unconnected molecules or ions with the total composition C3H5NO. Source: OMol25; level of theory: ωB97M-V/def2-TZVPD.

The geometry in ORCA input format:
```
! wB97M-V def2-TZVPD RIJCOSX def2/J DEFGRID3
* xyz 0 1
C -2.58667 -0.10069 0.05858
C -2.04614 0.92353 0.24408
C 0.99702 -0.67066 -0.34603
N 2.00200 -0.03130 0.14759
O 1.99821 1.19135 0.08026
H -3.17457 -0.91404 -0.21161
H -1.28464 1.74451 0.40321
H 1.02493 -1.68690 -0.25579
H 0.14133 -0.07167 -0.49756
H 2.92853 -0.38413 0.37727
*
```

LUMO energy: 1.0 eV
HOMO: -8.82 eV
Frontier orbital gap: 9.8126 eV


The relative energies come out as (a) 0.000; (b) 3.534, with values in eV.


(a)
A single C3H5NO molecule. Source: OMol25; level of theory: ωB97M-V/def2-TZVPD.

The geometry in ORCA input format:
```
! wB97M-V def2-TZVPD RIJCOSX def2/J DEFGRID3
* xyz 0 1
O 1.83041 -0.73847 0.89007
C 1.07793 -0.26143 0.07789
C 0.19152 1.05376 0.22757
N -0.93402 0.12513 0.17769
C -0.28465 -0.85677 -0.68329
H 0.16634 1.63868 1.16049
H 0.15057 1.73766 -0.63224
H -0.99805 -0.31237 1.09663
H -0.81044 -1.82831 -0.57038
H -0.38962 -0.55787 -1.74444
*
```

LUMO energy: 0.9 eV
HOMO: -9.72 eV
Frontier orbital gap: 10.6724 eV


(b)
2 unconnected molecules or ions with the total composition C3H5NO. Source: OMol25; level of theory: ωB97M-V/def2-TZVPD.

The geometry in ORCA input format:
```
! wB97M-V def2-TZVPD RIJCOSX def2/J DEFGRID3
* xyz 0 1
C -0.28590 -2.04174 -0.82024
C 0.48132 0.69211 0.29159
C 0.52424 1.96440 0.26425
N -1.27347 -1.76822 -0.19867
O 0.59033 -2.43944 -1.48934
H 0.39461 0.18285 1.21905
H 0.41791 0.02414 -0.50147
H 0.44003 2.52109 1.07321
H 0.19449 2.51456 -0.68242
H -1.48355 -1.64974 0.84404
*
```

LUMO energy: 0.7 eV
HOMO: -10.46 eV
Frontier orbital gap: 11.1853 eV


(c)
A single C3H5NO molecule. Source: OMol25; level of theory: ωB97M-V/def2-TZVPD.

The geometry in ORCA input format:
```
! wB97M-V def2-TZVPD RIJCOSX def2/J DEFGRID3
* xyz 0 1
C 0.28337 1.23456 -0.80230
C -0.79711 -0.35106 0.63699
C 0.29222 -0.14557 -0.47366
N 0.21035 2.32695 -1.04043
O 1.57929 -0.57278 -0.05356
H -0.48203 0.36206 1.33434
H -1.77002 -0.05159 0.06946
H -1.02394 -1.31821 1.03927
H 0.23074 -0.59918 -1.51228
H 1.47714 -0.88519 0.80217
*
```

LUMO energy: 0.7 eV
HOMO: -11.30 eV
Frontier orbital gap: 11.9703 eV


(d)
A single C3H5NO molecule. Source: OMol25; level of theory: ωB97M-V/def2-TZVPD.

The geometry in ORCA input format:
```
! wB97M-V def2-TZVPD RIJCOSX def2/J DEFGRID3
* xyz 0 1
C -0.67892 -0.49164 -0.02191
C 0.56373 0.18497 0.31967
C 1.56374 -0.54521 0.82691
H -2.07745 1.45342 -1.71881
H -0.99680 -1.43163 0.46465
H 0.60658 1.28346 -0.04348
H 2.49132 -0.05718 1.11021
H 1.35672 -1.65412 1.08198
N -1.64321 0.02433 -0.70139
O -1.18573 1.23359 -1.31782
*
```

LUMO energy: 0.7 eV
HOMO: -9.31 eV
Frontier orbital gap: 9.9871 eV


The relative energies come out as (a) 0.712; (b) 0.395; (c) 0.000; (d) 1.383, with values in eV.